This record from the OMol25 dataset describes a structure of composition C7H35NO15STl3 at a distorted geometry. The level of theory is wB97M-V/def2-TZVPD.

Last column: Mulliken charge in e.
CARTESIAN COORDINATES (ANGSTROEM)
Tl 2.145 -1.434 -0.823  1.163
H -5.112 1.952 0.959  0.348
C 3.214 -4.801 0.572  -0.761
O -0.464 0.273 3.350  -0.490
H -1.377 -1.295 -1.906  0.303
H 2.610 -5.186 -3.417  0.373
H 3.123 -5.806 1.020  0.405
C -4.618 1.172 1.593  -0.458
Tl -1.597 2.976 4.102  1.139
H -0.913 -4.308 2.259  0.479
H 1.961 5.049 -3.731  0.392
H 2.850 -3.562 2.045  0.361
H 4.294 -4.742 -3.344  0.364
O -0.998 2.061 -0.814  -1.058
O 0.093 5.875 -0.126  -0.393
H -3.360 4.985 -1.155  0.374
H 3.103 -3.531 -3.921  0.374
H 1.759 1.357 -2.558  0.290
O 1.133 3.116 -0.473  -0.298
O 3.228 -3.964 -1.804  -0.130
H -5.213 1.135 2.506  0.360
H 3.262 1.300 -2.265  0.375
O -3.286 1.556 1.795  -0.062
O -0.260 -2.456 1.417  0.034
H -1.930 -1.860 2.438  0.415
O 2.534 0.789 -2.651  -0.560
H 1.200 -5.336 2.093  0.529
H 0.052 0.495 2.552  0.322
S 0.102 2.225 0.163  1.421
H -1.433 4.157 -2.972  0.371
H 0.088 -0.354 3.847  0.313
C 3.168 -5.105 -0.980  -0.500
C 3.266 -4.326 -3.197  -0.571
C -0.041 -3.654 2.145  -0.730
O -0.728 3.493 -3.084  -0.549
Tl 3.003 5.394 -0.265  1.164
O 0.737 0.931 0.527  -0.632
H -1.754 -1.173 0.819  -0.060
H -2.664 3.755 -0.546  0.284
H -0.450 5.133 0.191  0.294
O -0.541 -0.812 -1.837  -0.511
H 4.251 -4.467 0.679  0.532
H 0.681 -4.949 0.476  0.463
H -4.720 0.197 1.068  0.341
H -0.707 2.973 -2.241  0.450
N 2.327 -3.818 1.195  0.027
H 4.087 -5.694 -1.180  0.416
H -3.014 4.699 1.340  0.365
O -3.290 4.619 2.303  -0.346
H -4.260 4.780 2.264  0.412
H -0.463 6.334 -0.787  0.354
O -0.474 2.888 1.363  -0.595
H -2.286 -2.917 1.173  0.504
C 1.019 -4.488 1.403  -0.715
H -2.882 1.744 0.924  0.186
H 0.294 -3.546 3.187  0.433
H 2.274 -5.668 -1.278  0.533
H -0.795 0.076 -1.550  0.311
O -2.922 4.663 -0.348  -0.691
C -1.600 -2.076 1.393  -0.531
O 1.511 4.917 -2.862  -0.341
H 0.782 4.258 -3.047  0.408

Properties
HOMO   -28.2447 eV
Charge   +7